Density functional theory data (the ωB97M-V functional and the def2-TZVPD basis) for a cluster of 2 separate species, C4H15N4 in total at a distorted geometry.

Summary:
**Energy above the lowest of the compared OMol25 structures with the same formula, charge and spin**: 78.48 kJ/mol
**Highest occupied orbital energy (spin up / spin down)**: -0.580 / -0.580 Eh
**Molar mass**: 119.19 g/mol
**LUMO level (spin up / spin down)**: -8.1874 / -12.4064 eV
**Spin multiplicity**: 2
**DFT total energy**: -379.7320 a.u.
**Total charge**: +2
**Largest force on an atom**: 1.50 eV/A

CARTESIAN COORDINATES (ANGSTROEM)
1 C -2.22928 -1.39992 1.70894
2 N -2.86978 -2.52940 1.05778
3 C -1.13561 -0.88594 0.78843
4 N -0.46045 0.32918 1.36958
5 H -1.81292 -1.62442 2.70288
6 H -2.96667 -0.60908 1.87056
7 H -2.23355 -3.32159 1.07334
8 H -3.66317 -2.82843 1.61504
9 H -1.54958 -0.62674 -0.18495
10 H -0.36228 -1.63930 0.64863
11 H 0.31646 0.66361 0.72701
12 H -1.14120 1.08556 1.46138
13 H -0.09672 0.13703 2.30541
14 C 2.90646 0.83896 -0.42006
15 N 1.56561 1.49769 -2.79699
16 C 0.93165 1.39778 -1.66506
17 N 1.49474 1.10066 -0.47344
18 H 3.21252 0.71729 0.61338
19 H 3.47780 1.65265 -0.88192
20 H 3.13505 -0.09820 -0.95308
21 H 2.51439 1.14301 -2.91486
22 H 1.01826 1.47768 -3.65899
23 H -0.13219 1.61429 -1.70595


Density functional theory data (the ωB97M-V functional and the def2-TZVPD basis) for an isolated molecule of C2F2S3 at a distorted geometry.

Summary:
**Energy above the lowest of the compared OMol25 structures with the same formula, charge and spin**: 91.98 kJ/mol
**Highest occupied orbital energy**: -0.346 Eh
**Molar mass**: 158.22 g/mol
**LUMO level**: -1.2397 eV
**Spin multiplicity**: 1
**DFT total energy**: -1470.4450 a.u.
**Total charge**: 0
**Largest force on an atom**: 3.28 eV/A

CARTESIAN COORDINATES (ANGSTROEM)
1 F -1.15158 -1.29749 1.27378
2 C -0.80401 -0.65874 0.12139
3 F -1.54201 -1.18112 -0.85858
4 S 1.02366 -0.87247 -0.15162
5 C 1.20483 0.87588 -0.19986
6 S 2.26662 2.00622 -0.30149
7 S -0.99752 1.12773 0.11637


Density functional theory data (the ωB97M-V functional and the def2-TZVPD basis) for a cluster of 2 separate species, C2H8NO2 in total at a distorted geometry.

Summary:
**Energy above the lowest of the compared OMol25 structures with the same formula, charge and spin**: 127.47 kJ/mol
**Highest occupied orbital energy**: -0.138 Eh
**Molar mass**: 78.09 g/mol
**LUMO level**: 4.4179 eV
**Spin multiplicity**: 1
**DFT total energy**: -286.1987 a.u.
**Total charge**: -1
**Largest force on an atom**: 4.71 eV/A

CARTESIAN COORDINATES (ANGSTROEM)
1 C 0.52328 2.31696 1.49020
2 O 0.58953 1.79130 0.20854
3 H 0.41332 1.45414 2.30074
4 H -0.03413 3.24898 1.66577
5 H 1.59758 2.72277 1.62248
6 N -0.92950 -2.43331 -1.56773
7 C -0.01340 -1.47276 -0.72308
8 O -0.59436 -0.46568 -0.15647
9 H -1.41975 -1.73666 -2.08681
10 H -1.54382 -2.89102 -0.95847
11 H 0.65319 -1.05633 -1.61562
12 H 0.65206 -2.22304 -0.21121
13 H 0.10599 0.74467 0.03165